Record 1
C11H44N22O11 | ωB97M-V/def2-TZVPD

Last column: Mulliken charge in e.
Positions of all 88 atoms, in Å:
N1 -0.49135 -0.50897 0.15749  0.85
C1 -0.52041 0.43139 -0.82397  0.32
N2 -0.19033 1.59437 -0.29859  -0.11
O1 -0.80322 0.24344 -1.96967  -0.82
H1 -0.68945 -1.42006 -0.23079  -0.37
H2 -0.38946 -0.45240 1.16075  -0.02
H3 -0.14373 2.32762 -0.99160  0.28
H4 -0.23400 1.74850 0.69863  -0.01
N3 -4.34677 -3.21387 1.49698  -0.28
C2 -4.79998 -2.68838 0.44878  0.56
N4 -3.93335 -2.41702 -0.42984  -0.09
O2 -5.96784 -2.61056 0.10914  -0.76
H5 -3.35040 -3.37255 1.54371  0.16
H6 -5.00830 -3.58447 2.16416  0.19
H7 -2.95343 -2.56256 -0.23317  0.17
H8 -4.04598 -2.12417 -1.38987  0.16
N5 1.97606 5.99724 2.14874  -0.32
C3 1.47886 5.07415 2.96372  0.60
N6 0.88953 4.15019 2.30226  -0.09
O3 1.52273 5.18492 4.27626  -0.76
H9 1.91397 5.92706 1.14309  0.26
H10 2.35078 6.81692 2.60460  0.19
H11 0.92879 4.28957 1.30269  0.11
H12 0.48405 3.39589 2.83772  0.03
N7 -1.68132 -1.81562 4.75941  -0.46
C4 -1.42891 -0.93458 3.82813  0.50
N8 -2.23044 -0.02745 3.77686  -0.39
O4 -0.57437 -1.17341 3.05131  -0.40
H13 -1.13036 -2.66208 4.76710  0.21
H14 -2.38514 -1.70225 5.47487  0.14
H15 -3.17966 -0.16282 4.09429  0.23
H16 -2.06659 0.53733 2.95572  0.22
N9 2.84340 1.33576 0.45809  -0.19
C5 3.14010 0.49491 1.43255  0.60
N10 2.17998 0.48196 2.23797  0.01
O5 4.14963 -0.16450 1.48867  -0.70
H17 1.93236 1.76838 0.40389  0.01
H18 3.42815 1.32922 -0.36539  0.22
H19 1.31523 1.00249 2.27475  -0.10
H20 2.26298 -0.10974 3.05228  0.15
N11 -0.19900 -5.27863 0.44808  -0.29
C6 -0.80613 -4.18864 0.77222  -0.03
N12 -0.90060 -4.04089 2.06430  -0.32
O6 -1.23114 -3.32153 0.08575  -0.24
H21 0.17822 -5.90573 1.14418  0.19
H22 -0.41522 -5.54544 -0.50174  0.29
H23 -0.11074 -4.50789 2.48634  0.27
H24 -1.19526 -3.14467 2.42496  -0.03
N13 1.64082 4.41191 -3.58696  -0.40
C7 0.54594 3.74634 -3.53735  0.65
N14 0.26964 3.17873 -4.63975  -0.45
O7 -0.07791 3.43363 -2.53612  -0.89
H25 1.94523 4.60902 -2.64431  0.22
H26 2.30869 4.43602 -4.34423  0.20
H27 -0.55193 2.59426 -4.58042  0.27
H28 1.00648 3.06264 -5.32070  0.20
N15 1.25075 -0.91206 -3.71636  -0.26
C8 1.82239 -1.90740 -3.05745  0.82
N16 1.68285 -1.93663 -1.84516  0.29
O8 2.49671 -2.77243 -3.53080  -0.78
H29 0.59322 -0.31690 -3.23309  0.18
H30 1.23274 -0.91093 -4.72619  0.23
H31 1.27117 -1.19032 -1.30328  -0.27
H32 2.07656 -2.71462 -1.33543  -0.04
N17 -0.98822 5.85525 -1.10366  -0.31
C9 0.00631 6.49593 -0.61991  0.73
N18 -0.29094 7.39428 0.19632  -0.35
O9 1.16482 6.06913 -0.53724  -0.81
H33 -0.67950 4.92866 -1.36099  0.12
H34 -1.89733 6.20036 -1.37663  0.20
H35 0.53075 7.89367 0.50538  0.26
H36 -1.24207 7.72510 0.27391  0.18
N19 -2.05342 -4.27879 -3.94974  -0.40
C10 -2.05567 -2.94695 -4.02653  0.70
N20 -2.13761 -2.42835 -2.86729  -0.22
O10 -1.99023 -2.31109 -5.04473  -0.69
H37 -1.80430 -4.79017 -4.78432  0.21
H38 -2.25008 -4.77207 -3.09061  0.18
H39 -1.73294 -2.92695 -2.08772  0.09
H40 -1.88826 -1.46047 -3.01272  0.05
N21 2.09862 -2.86847 1.86990  0.11
C11 3.00630 -3.58498 1.20858  0.81
N22 4.01615 -4.16554 1.95540  -0.55
O11 2.94768 -3.70791 -0.04366  -0.77
H41 1.34202 -2.61376 1.25121  -0.42
H42 2.06819 -2.80790 2.87763  0.20
H43 4.65038 -4.40160 1.20564  0.32
H44 4.09374 -3.79932 2.89347  0.19

LUMO level = -0.4 eV
Charge = 0
Relative energy (zero: lowest compared OMol25 entry of this formula, charge and spin) = 8.558 eV
Gap between HOMO and LUMO = 0.286 Eh
Highest occupied orbital energy = -8.24 eV
Electronic energy = -67430.135 eV

=====

Record 2
C44H43BrN3O2S4Ti | ωB97M-V/def2-TZVPD

Last column: Mulliken charge in e.
Positions of all 98 atoms, in Å:
Ti1 0.37378 0.17847 -1.27349  -1.24
C1 3.00538 2.78957 -0.64349  -0.66
C2 1.79798 3.51737 -0.85119  -0.83
C3 1.01098 2.82627 -1.72529  -0.84
C4 1.70388 1.60027 -2.10469  1.13
C5 2.97198 1.65637 -1.40159  -1.38
H1 3.80358 3.09847 0.00661  0.48
H2 1.56478 4.46547 -0.40099  0.46
H3 0.05218 3.13857 -2.12089  0.35
H4 1.71068 1.31167 -3.15699  1.10
H5 3.77078 0.93587 -1.52069  0.51
N1 3.57208 -2.78093 -0.50389  -0.10
C6 4.15618 -2.64683 0.76821  -0.15
C7 5.40218 -3.19363 1.01371  -0.84
C8 5.98548 -3.04613 2.26401  -0.66
C9 5.33748 -2.32493 3.24921  -0.87
C10 4.09998 -1.74953 2.99401  -0.64
C11 3.50468 -1.92603 1.76181  1.04
S1 1.90718 -1.20953 1.42071  0.05
N2 1.87978 -1.14963 -0.26799  0.16
C12 2.64648 -1.90633 -0.98679  0.95
C13 2.47508 -1.80123 -2.43939  0.57
C14 3.43878 -2.24913 -3.34459  -1.29
C15 3.21138 -2.08463 -4.69779  -0.97
C16 2.01868 -1.50543 -5.10359  -1.18
C17 1.11568 -1.08323 -4.13969  0.38
N3 1.33538 -1.20743 -2.83259  0.50
H6 4.10588 -3.33373 -1.15949  0.28
H7 5.91748 -3.72063 0.22381  0.38
H8 6.94978 -3.48803 2.45251  0.40
H9 5.78768 -2.20403 4.22041  0.43
H10 3.59258 -1.17973 3.75581  0.37
H11 4.37668 -2.66553 -3.01049  0.42
H12 3.95518 -2.39223 -5.41569  0.45
H13 1.78968 -1.38093 -6.14739  0.57
H14 0.17578 -0.63113 -4.43819  0.20
C18 -2.36882 -0.79343 6.16411  -1.96
C19 -2.94892 -1.21813 4.81281  2.06
C20 -4.33722 -0.58563 4.64891  -1.68
C21 -3.06962 -2.74783 4.80511  -1.79
C22 -2.09862 -0.73013 3.65651  0.10
C23 -2.17392 -1.35143 2.41641  -0.30
C24 -1.42802 -0.85133 1.37561  0.86
Br1 -1.34672 -1.84583 -0.28259  -0.06
C25 -0.61292 0.29207 1.44431  0.17
O1 0.00028 0.68327 0.33511  0.38
C26 -0.47572 0.86977 2.72821  -0.59
C27 -1.23392 0.34787 3.77041  -0.71
C28 0.55048 1.93137 3.10851  2.44
C29 -0.13272 3.17377 3.69081  -1.94
C30 1.48268 1.30417 4.16031  -1.79
C31 1.40178 2.39227 1.93241  -2.09
H15 -2.92972 -1.27473 6.95851  0.48
H16 -2.45342 0.27807 6.31401  0.34
H17 -1.32752 -1.09003 6.25611  0.40
H18 -4.96092 -0.83983 5.50041  0.47
H19 -4.82262 -0.93633 3.74161  0.37
H20 -4.25162 0.49717 4.59671  0.33
H21 -3.57872 -3.07223 5.70931  0.46
H22 -2.08552 -3.21253 4.78121  0.39
H23 -3.64712 -3.11183 3.95951  0.34
H24 -2.78782 -2.21983 2.25311  0.38
H25 -1.12022 0.81037 4.73531  0.35
H26 -0.78992 2.93187 4.51981  0.32
H27 -0.71832 3.67437 2.92351  0.35
H28 0.62808 3.86387 4.04831  0.51
H29 0.97208 1.11707 5.09951  0.38
H30 2.31588 1.97107 4.35941  0.52
H31 1.87518 0.35677 3.79531  0.17
H32 0.77518 2.78217 1.13321  0.10
H33 2.01288 1.58437 1.53471  0.20
H34 2.06978 3.18967 2.25011  0.75
O2 -0.86072 0.39837 -2.38829  0.63
C32 -1.92552 0.72907 -3.21759  3.32
C33 -2.81832 -0.48493 -3.42859  -0.52
C34 -2.42182 -1.78953 -3.46419  -0.23
C35 -3.47102 -2.67533 -3.79699  -1.12
C36 -4.64172 -2.02913 -4.02449  -0.54
S2 -4.49592 -0.33073 -3.82119  -0.01
C37 -1.40142 1.14007 -4.58689  -0.58
C38 -1.57772 0.51677 -5.78999  -0.09
C39 -0.87602 1.13977 -6.84399  -0.89
C40 -0.17222 2.22427 -6.43319  -0.66
S3 -0.35922 2.51707 -4.75089  -0.04
C41 -2.72592 1.83587 -2.57489  -0.80
C42 -2.77302 2.13827 -1.24649  -0.64
C43 -3.75242 3.11437 -0.95199  -0.93
C44 -4.41952 3.53567 -2.05609  -0.77
S4 -3.85902 2.76787 -3.48589  0.05
H35 -1.41392 -2.11063 -3.25729  0.50
H36 -3.34912 -3.74093 -3.86629  0.46
H37 -5.59472 -2.44383 -4.28869  0.50
H38 -2.19362 -0.34953 -5.94819  0.59
H39 -0.90882 0.78837 -7.85929  0.50
H40 0.43988 2.88047 -7.01939  0.54
H41 -2.13432 1.68317 -0.49999  0.48
H42 -3.96252 3.46897 0.04191  0.46
H43 -5.21832 4.24807 -2.12159  0.52

LUMO level = -3.6 eV
Charge = +1
Relative energy (zero: lowest compared OMol25 entry of this formula, charge and spin) = 0.596 eV
Gap between HOMO and LUMO = 0.243 Eh
Highest occupied orbital energy = -10.24 eV
Electronic energy = -191386.672 eV